This record from OMol25 describes the ion C4H13N2S with charge +1. The level of theory is ωB97M-V/def2-TZVPD.

As for the energy relative to the best compared isomer or geometry (same formula, charge and spin): 106.3 kcal/mol. As for the SMILES: NCC[NH2+]CCS. The calculation puts the LUMO energy at -3.56 eV. For the HOMO energy, the calculation gives -12.7 eV. The charge is +1. For the total energy, the calculation gives -18163.882 eV. For the frontier orbital gap, the calculation gives 9.10 eV.

```
20
Properties=species:S:1:pos:R:3:forces:R:3
S -0.3825 -3.6664 0.0250 -3.71 -1.59 -0.96
N -0.5970 2.7552 -0.5767 3.51 -0.96 -1.02
N -0.0579 -0.1111 -0.8465 1.63 -5.25 0.60
C 0.9707 0.8226 -0.2959 0.23 -0.31 -0.73
C 0.0997 -2.0708 0.7746 4.93 -0.99 1.84
C 0.3708 2.0482 0.3612 -3.78 0.57 -0.40
C -0.7261 -0.9207 0.2696 -2.09 0.39 0.77
H 1.1568 2.7608 0.6327 -0.16 -0.59 0.59
H -1.7487 -1.3408 -0.0083 1.29 0.92 0.02
H 1.5522 0.3497 0.4597 0.89 -0.71 0.06
H -0.0894 -2.4520 1.8400 -0.22 1.63 -1.43
H 1.2720 -1.8510 0.8333 -2.42 -0.31 -0.43
H 0.3210 -0.9500 -1.5663 -0.73 2.97 2.26
H -0.8320 -0.2376 1.1581 -0.13 -0.54 -1.07
H -0.2798 3.6897 -0.7943 0.18 -0.06 -0.25
H -0.4880 0.5583 -1.4168 -2.73 0.93 -1.10
H -0.1032 -4.9077 -0.5973 1.90 1.74 0.35
H -1.4560 2.8632 -0.1739 -2.65 0.21 1.32
H -0.4087 1.7186 1.1911 2.53 0.65 -0.89
H 1.4261 0.9417 -1.2692 1.51 1.28 0.47
```
Positions in Å, forces in eV/Å.